## P
C2H10O2S2 | ωB97M-V/def2-TZVPD

```
16
C2H10O2S2 | the OMol25 dataset | ωB97M-V/def2-TZVPD
C -0.36 -0.31 1.95
S 1.29 -0.86 1.76
S -1.59 -0.40 -1.45
C -0.16 -1.41 -1.62
H -0.99 -0.89 1.19
H -0.49 0.73 1.68
H -0.70 -0.50 2.97
H 0.77 -0.99 -1.23
H -0.04 -1.51 -2.71
H -0.31 -2.41 -1.21
H -1.22 1.39 -0.52
H -1.99 2.59 0.05
O -1.15 2.14 0.11
H 3.06 0.99 -0.53
H 1.78 0.42 0.13
O 2.10 1.00 -0.59
```

The net charge is 0. The value obtained for the LUMO energy is -4.34 eV. As for the frontier orbital gap: 4.1 eV.

=====

## Q
C2H10O2S2 | ωB97M-V/def2-TZVPD

```
16
C2H10O2S2 | the OMol25 dataset | ωB97M-V/def2-TZVPD
C 0.46 0.52 -1.73
C -0.68 0.77 -0.73
S 0.06 1.22 0.86
S 1.96 0.64 1.25
H 1.00 -0.35 -1.16
H 1.05 1.38 -1.98
H 0.02 0.19 -2.65
H -1.43 -0.14 -0.70
H -1.45 1.54 -0.89
H 2.30 -0.72 1.20
H -1.19 -1.78 1.80
H -0.80 -3.14 0.99
O -1.09 -2.12 0.86
H -2.91 -1.76 -1.79
H -1.51 -2.14 -1.84
O -2.16 -1.70 -2.35
```

The net charge is 0. The value obtained for the LUMO energy is 0.23 eV. As for the frontier orbital gap: 8.5 eV. As for the structure (SMILES): CCSS.O.O.

=====

So which one wins? Going from most stable to least: Q, P.

=====

## P
C6H11NO2S | ωB97M-V/def2-TZVPD

```
21
C6H11NO2S | the OMol25 dataset | ωB97M-V/def2-TZVPD
C 0.74 -1.76 0.55
C -0.60 0.31 1.54
C 0.42 -0.66 1.23
C -2.47 0.91 -0.12
C -1.11 1.40 0.51
C 2.38 0.26 -2.33
N 0.81 0.49 1.95
O 2.03 -2.07 0.28
O -0.15 -2.50 -0.17
S 2.05 1.68 -1.68
H -1.47 0.29 2.25
H -2.45 0.11 -0.81
H -2.88 1.66 -0.63
H -3.13 0.57 0.67
H -1.31 2.33 1.02
H -0.50 1.49 -0.46
H 2.36 -0.65 -1.74
H 2.83 0.23 -3.31
H 1.48 1.09 1.50
H 2.03 -3.06 0.06
H -1.04 -2.11 -0.31
```

The net charge is 0. The value obtained for the LUMO energy is -0.40 eV. As for the frontier orbital gap: 7.4 eV. As for the structure (SMILES): CC[C@@H]1NC1=C(O)O.C=S.

=====

## Q
C6H11NO2S | ωB97M-V/def2-TZVPD

```
21
C6H11NO2S | the OMol25 dataset | ωB97M-V/def2-TZVPD
C 0.64 0.43 0.29
C -0.32 0.08 1.56
C -1.38 -0.97 1.06
C -1.39 0.25 -1.41
C -0.40 1.14 -0.66
C 1.21 -1.00 -0.27
H 2.69 0.68 0.96
H 1.87 2.08 -0.41
H 0.41 -0.04 2.60
H -0.88 0.97 1.82
H -0.97 -1.97 0.71
H -2.15 -1.38 1.78
H -0.82 -0.44 -2.01
H -2.06 0.79 -2.00
H -0.69 1.95 -0.03
H 0.06 1.55 -1.60
H 1.97 -2.03 -1.72
N 1.72 1.33 0.65
O 1.72 -0.95 -1.51
O 1.38 -1.95 0.42
S -2.61 -0.51 -0.22
```

The net charge is 0. The value obtained for the LUMO energy is 0.42 eV. As for the frontier orbital gap: 9.0 eV.

=====

So which one wins? Going from most stable to least: Q, P.

=====

## P
C2H7OS2 | ωB97M-V/def2-TZVPD

```
12
C2H7OS2 | the OMol25 dataset | ωB97M-V/def2-TZVPD
C 1.58 -3.02 -0.79
O 1.53 -3.91 -1.59
H 1.69 -3.22 0.28
H -4.23 5.89 -1.27
H 1.51 -1.98 -1.16
C 0.83 -0.25 1.33
S -0.38 1.08 1.57
S -1.12 1.29 -0.38
H 0.47 -0.97 0.61
H 1.74 0.19 0.93
H 1.05 -0.73 2.28
H -4.66 5.64 -1.82
```

The net charge is -1. The value obtained for the LUMO energy is 3.38 eV. As for the frontier orbital gap: 5.6 eV.

=====

## Q
C2H7OS2 | ωB97M-V/def2-TZVPD

```
12
C2H7OS2 | the OMol25 dataset | ωB97M-V/def2-TZVPD
C -0.82 0.10 2.56
O -1.85 0.21 3.18
H -0.77 -0.13 1.50
H 2.58 5.42 -4.64
H 0.17 0.27 3.05
C -0.46 -1.65 -1.80
S 0.78 -0.99 -0.65
S 0.43 1.03 -0.56
H -0.18 -2.70 -1.87
H -1.46 -1.63 -1.38
H -0.47 -1.06 -2.71
H 3.18 5.23 -4.27
```

The net charge is -1. The value obtained for the LUMO energy is 3.69 eV. As for the frontier orbital gap: 6.1 eV.

=====

## R
C2H7OS2 | ωB97M-V/def2-TZVPD

```
12
C2H7OS2 | the OMol25 dataset | ωB97M-V/def2-TZVPD
C 0.40 2.07 -0.22
O 0.61 0.92 0.60
H -0.46 1.93 -0.93
H 0.20 2.98 0.42
H 1.26 2.33 -0.84
C 0.68 -1.64 -0.20
S -0.89 -2.45 0.27
S -2.31 -0.88 0.26
H 0.64 -0.55 0.05
H 0.78 -1.72 -1.28
H 1.52 -2.24 0.29
H -2.43 -0.77 1.59
```

The net charge is -1. The value obtained for the LUMO energy is 3.44 eV. As for the frontier orbital gap: 6.1 eV.

=====

So which one wins? Going from most stable to least: Q, P, R.